98
Properties=species:S:1:pos:R:3:forces:R:3:mulliken_charge:R:1 method="wB97M-V/def2-TZVPD" e_homo_ev=-7.48 lumo_ha=0.0006 homo_lumo_gap_ev=7.50 e_tot_ha=-2215.114066 total_charge=0
Na -0.35928 -0.41488 0.36519 1.20 0.70 0.79 1.000
C 4.47755 -4.79933 -3.44163 -0.02 -0.01 0.04 -1.597
C 3.36211 -4.03121 -2.77833 0.03 0.06 0.01 0.451
C 2.07759 -4.02839 -3.30645 -0.04 -0.11 -0.07 -1.126
C 1.04581 -3.31485 -2.71618 0.05 -0.10 -0.22 0.341
C -0.32312 -3.28476 -3.36702 0.07 0.09 0.11 -0.743
N -0.93473 -4.58022 -3.33939 0.02 -0.05 0.05 -0.450
C -1.12442 -5.15821 -2.00247 -0.09 0.00 -0.03 -0.070
C -2.56354 -5.65142 -1.77018 -0.01 -0.04 0.00 -1.189
C -3.25074 -4.98319 -0.58777 0.01 0.16 0.04 -0.858
N -3.23014 -3.52827 -0.71721 -0.01 -0.11 -0.05 -0.247
C -3.00865 -2.65284 0.23924 -0.01 -0.07 0.14 -0.320
C -2.89087 -2.83356 1.62530 -0.13 -0.10 -0.20 -0.080
C -3.34142 -3.94239 2.40621 0.02 0.04 -0.19 -0.363
C -2.97338 -4.10514 3.70426 0.12 0.12 0.18 0.407
C -3.50089 -5.21963 4.56756 0.03 0.00 -0.01 -1.647
C -2.00346 -3.19138 4.22083 -0.06 -0.26 0.16 -0.378
C -1.53517 -2.11456 3.53500 0.15 0.24 0.04 0.550
C -0.37402 -1.36825 4.05781 -0.20 -0.12 -0.11 -0.942
N 0.33906 -0.59853 3.35332 0.11 0.06 0.05 0.368
C 1.53750 -0.05456 3.96031 -0.10 0.06 -0.20 -0.561
C 2.77697 -0.52593 3.20625 0.01 -0.06 0.01 -0.896
C 2.90303 -0.03128 1.75983 -0.16 -0.10 -0.05 -0.388
N 2.22221 -0.89866 0.79470 0.09 0.12 0.13 0.238
C 2.98391 -1.60458 0.06963 -0.21 -0.19 -0.19 -0.595
C 2.58600 -2.51057 -1.03435 0.20 0.18 0.25 0.708
C 3.59132 -3.24930 -1.65079 0.09 -0.07 -0.02 -1.380
C 1.29194 -2.58403 -1.56431 -0.17 0.14 0.29 0.599
O 0.28160 -1.91720 -0.99556 -0.04 -0.10 -0.53 0.128
C -2.11965 -1.77241 2.24473 0.10 0.06 0.02 0.086
O -1.89791 -0.68061 1.68977 -0.73 -0.22 0.61 -0.260
H 4.08726 -5.62683 -4.03484 -0.01 0.02 0.02 0.369
H 5.16718 -5.21211 -2.70421 -0.01 0.01 0.00 0.394
H 5.05779 -4.16160 -4.11259 -0.01 0.02 0.02 0.303
H 1.86180 -4.60631 -4.20067 0.01 0.01 0.01 0.438
H -0.20449 -3.02210 -4.42189 0.02 0.08 -0.06 0.578
H -1.80059 -4.54662 -3.85999 -0.01 -0.04 0.01 0.331
H -0.87199 -4.41629 -1.23854 -0.01 0.03 -0.03 -0.010
H -0.42977 -5.98873 -1.87095 0.04 -0.02 -0.01 0.460
H -2.57517 -6.72493 -1.57594 -0.01 -0.01 -0.04 0.331
H -3.16491 -5.50797 -2.67369 0.01 0.04 0.01 0.423
H -2.72454 -5.23578 0.33275 0.04 0.00 0.03 0.475
H -4.27666 -5.34284 -0.49092 -0.04 -0.01 0.01 0.402
H -3.05861 -3.15285 -1.64550 0.01 -0.03 -0.01 0.404
H -2.77112 -1.66423 -0.15155 0.01 0.00 0.05 0.776
H -4.03579 -4.65072 1.96853 -0.01 0.02 -0.02 0.565
H -4.15783 -5.87663 3.99683 0.01 0.01 0.00 0.364
H -4.07258 -4.83828 5.41705 0.01 0.02 -0.02 0.317
H -2.69040 -5.82957 4.97403 0.00 0.01 -0.01 0.352
H -1.58446 -3.39015 5.20636 -0.03 -0.02 -0.03 0.409
H -0.10091 -1.58761 5.10132 -0.04 -0.03 0.03 0.236
H 1.62364 -0.31586 5.02404 -0.01 -0.07 0.03 0.496
H 1.48154 1.03675 3.89236 0.00 0.00 0.01 -0.108
H 2.80210 -1.61964 3.20191 0.03 0.01 0.04 0.339
H 3.65523 -0.19066 3.76404 0.00 0.03 -0.01 0.407
H 3.96665 0.05688 1.50923 0.06 -0.02 -0.03 0.624
H 2.46745 0.96925 1.67247 -0.03 -0.02 0.00 -0.350
H 4.07306 -1.54824 0.20917 0.04 -0.02 -0.04 0.174
H 4.59484 -3.19530 -1.23662 -0.02 0.00 -0.03 0.424
C 2.09830 4.40646 0.00480 -0.01 0.00 -0.01 -2.658
C 0.72398 3.80858 0.21455 0.07 -0.02 0.02 1.359
C 0.29637 3.44106 1.49882 0.02 0.01 0.04 1.089
C 1.22971 3.69178 2.66541 0.00 -0.01 -0.01 -2.494
C -0.97384 2.87294 1.66838 -0.03 -0.04 0.03 0.860
C -1.51915 2.45780 3.01706 -0.01 -0.01 -0.03 -1.985
C -1.80776 2.68401 0.55421 -0.04 -0.05 -0.01 1.677
C -3.17963 2.07894 0.75152 0.03 -0.02 0.00 -2.398
C -1.38878 3.07768 -0.72105 -0.04 0.04 -0.03 0.905
C -2.33007 2.91919 -1.89582 0.04 -0.02 0.02 -2.584
C -0.10829 3.62043 -0.89127 -0.02 0.02 -0.02 1.844
C 0.39611 4.00352 -2.26520 0.00 0.01 0.00 -2.551
H 2.06454 5.25306 -0.68177 -0.01 0.00 0.01 0.477
H 2.78927 3.67394 -0.42633 -0.03 -0.01 0.01 0.341
H 2.54493 4.75951 0.92965 -0.02 0.00 -0.01 0.459
H 1.48010 4.75162 2.74940 -0.03 0.00 0.00 0.551
H 2.17555 3.15560 2.54777 -0.02 0.01 -0.03 0.392
H 0.80800 3.39048 3.61734 0.00 -0.03 0.00 0.225
H -1.60434 1.36941 3.07453 0.02 0.03 -0.03 -0.020
H -2.51976 2.86852 3.16825 0.02 0.00 -0.01 0.384
H -0.90906 2.78906 3.85070 0.00 0.01 0.00 0.471
H -3.89223 2.82877 1.11359 0.02 0.00 -0.02 0.354
H -3.15025 1.26777 1.47629 0.01 0.04 -0.03 0.356
H -3.57266 1.66051 -0.17166 0.03 -0.01 0.01 0.400
H -2.05048 3.55369 -2.73234 0.01 0.01 0.00 0.454
H -3.34756 3.19264 -1.61909 0.01 0.01 0.01 0.540
H -2.35680 1.88021 -2.24301 0.02 0.01 0.03 0.278
H 0.19415 5.05413 -2.49642 -0.01 0.00 0.02 0.317
H -0.06428 3.40625 -3.04876 -0.01 -0.01 0.00 0.541
H 1.47387 3.86551 -2.34527 -0.01 -0.01 0.01 0.557
N 0.79858 0.70663 -2.01619 -0.23 -0.24 -0.17 0.004
C 0.21607 -0.31260 -2.90194 0.13 0.11 0.13 -0.993
C -0.67892 -1.21762 -2.04285 -0.14 -0.03 -0.05 0.639
O -1.56231 -0.58205 -1.37748 -0.19 -0.25 -0.63 -0.789
O -1.21422 -2.32330 -2.77303 0.00 -0.02 -0.01 -0.411
H 0.03111 1.10783 -1.48233 -0.01 0.14 -0.18 -0.566
H 1.18470 1.47247 -2.55364 0.07 -0.09 -0.01 0.315
H 1.01554 -0.85659 -3.40676 0.01 0.01 0.01 0.431
H -0.45626 0.09206 -3.66598 -0.03 0.04 -0.04 0.516

105
Properties=species:S:1:pos:R:3:forces:R:3:mulliken_charge:R:1 method="wB97M-V/def2-TZVPD" e_homo_ev=-1.78 lumo_ha=0.1405 homo_lumo_gap_ev=5.60 e_tot_ha=-3049.587143 total_charge=-2
Rb -0.29192 -0.61201 -0.88273 -1.36 -0.72 1.35 1.008
C 0.05754 3.25457 -0.88625 0.01 0.07 0.02 -0.900
C -1.41725 3.05007 -0.71587 0.10 -0.04 -0.03 0.199
C -2.47416 3.92661 -1.03223 0.07 0.00 -0.02 -1.622
C -3.61804 3.20948 -0.74982 -0.10 -0.13 0.05 0.894
C -5.04384 3.62869 -0.90699 -0.01 0.11 -0.02 -1.269
N -3.24290 1.99443 -0.29385 0.18 -0.24 0.19 0.317
N -1.88775 1.90033 -0.25941 -0.17 0.09 -0.25 0.951
B -4.15438 0.78874 0.09291 -0.15 0.10 -0.02 -0.657
N -3.71426 0.12900 1.42552 0.22 -0.07 -0.22 0.441
N -2.54127 -0.55780 1.52778 -0.24 0.15 0.12 0.377
C -2.57649 -1.18959 2.68634 0.11 -0.11 0.05 0.593
C -1.47436 -2.13594 3.05833 -0.03 -0.01 0.04 -0.922
C -3.77940 -0.90582 3.37400 0.10 -0.04 0.00 -1.590
C -4.47446 -0.06956 2.52827 0.01 0.09 -0.15 0.764
C -5.82406 0.54375 2.71528 -0.05 -0.01 0.09 -1.446
N -4.22548 -0.27908 -1.04148 0.31 -0.05 0.21 0.607
N -3.16590 -1.09955 -1.25595 -0.23 0.08 -0.11 -0.006
C -3.51790 -1.95104 -2.19881 0.07 -0.06 -0.16 0.700
C -2.54875 -3.00256 -2.65898 -0.05 0.05 0.01 -1.086
C -4.83779 -1.68316 -2.63309 0.06 -0.02 0.13 -1.640
C -5.24992 -0.61762 -1.85667 0.02 0.11 0.09 0.967
C -6.56869 0.08571 -1.84208 -0.08 -0.06 -0.08 -1.154
H 0.37317 4.23425 -0.51740 -0.01 -0.01 0.00 0.388
H 0.62917 2.48716 -0.36147 -0.06 -0.03 0.00 -0.044
H 0.35173 3.18617 -1.93673 -0.04 0.03 -0.01 0.307
H -2.41708 4.93241 -1.41978 0.01 -0.02 0.01 0.436
H -5.07328 4.68359 -1.18439 -0.02 -0.01 0.00 0.365
H -5.55414 3.06196 -1.68747 0.04 -0.02 0.00 0.092
H -5.61617 3.49514 0.01198 0.04 0.00 0.01 0.209
H -5.27145 1.22747 0.24392 0.11 -0.04 -0.02 -0.273
H -0.55450 -1.90115 2.52017 -0.04 0.03 -0.01 -0.081
H -1.26303 -2.11499 4.12966 -0.02 0.00 -0.01 0.337
H -1.73260 -3.16173 2.78644 -0.03 0.01 0.02 0.346
H -4.09852 -1.26446 4.34099 0.01 0.01 -0.03 0.418
H -6.18643 0.30461 3.71614 -0.02 0.00 -0.01 0.372
H -5.80064 1.62989 2.61105 0.04 -0.01 -0.01 0.246
H -6.54791 0.16730 1.98990 0.02 -0.02 -0.01 0.195
H -1.69707 -3.07582 -1.97820 -0.11 0.03 -0.03 0.035
H -3.02044 -3.98660 -2.69157 -0.02 0.00 -0.03 0.367
H -2.15107 -2.78188 -3.65188 -0.03 0.02 0.01 0.214
H -5.41464 -2.19658 -3.38734 0.01 0.00 0.03 0.411
H -7.25482 -0.42913 -2.51618 -0.01 0.01 0.00 0.346
H -7.01338 0.10146 -0.84561 0.03 -0.03 0.00 0.163
H -6.48927 1.12319 -2.17190 0.03 -0.01 -0.01 0.111
C 4.20292 -2.94456 -0.24226 0.10 -0.04 -0.07 -1.347
Sb 2.60654 -1.78257 0.57193 0.10 0.03 0.33 -0.095
C 2.99480 -2.42972 2.59203 0.02 -0.04 0.03 -1.076
C 3.87521 0.07570 0.72316 0.02 0.03 0.22 -0.525
C 4.37019 0.40666 2.09198 -0.19 -0.04 -0.24 0.802
C 5.52927 -0.20702 2.57485 0.01 -0.03 0.04 -0.415
C 5.97865 -0.02654 3.87404 -0.04 0.02 -0.02 -0.588
C 5.26669 0.79646 4.73771 -0.02 -0.03 -0.10 -0.701
C 4.13358 1.44297 4.26459 0.00 0.01 -0.04 -0.744
C 3.67559 1.28214 2.95553 -0.13 0.03 -0.05 1.114
C 2.47005 2.05832 2.50784 0.11 0.04 0.04 -1.882
Sb 0.57477 0.97778 2.35957 0.12 -0.20 -0.12 -0.010
C -0.57325 2.74000 2.74526 -0.10 0.08 0.00 -1.340
C 0.58148 0.40942 4.43181 -0.01 0.05 0.10 -1.433
H 5.10689 -2.76724 0.34520 0.01 -0.05 -0.04 0.486
H 4.36994 -2.66548 -1.28350 0.00 -0.01 0.02 0.356
H 3.90669 -3.99277 -0.18519 0.01 0.04 0.00 0.324
H 4.06655 -2.46524 2.79232 -0.03 -0.05 0.02 0.471
H 2.55337 -3.42429 2.67648 0.05 0.05 0.03 0.447
H 2.52890 -1.75708 3.31508 0.01 -0.01 -0.03 -0.048
H 3.25416 0.85526 0.28384 0.02 -0.03 0.03 -0.826
H 4.69875 -0.13541 0.03723 0.02 0.03 0.04 0.859
H 6.07161 -0.86676 1.90457 0.00 0.00 0.02 0.300
H 6.87270 -0.53731 4.21206 0.01 0.00 0.00 0.378
H 5.58987 0.94053 5.76165 0.01 0.00 0.00 0.366
H 3.58263 2.10898 4.92170 0.02 -0.01 0.00 0.267
H 2.62985 2.49944 1.52045 0.00 0.00 0.02 0.613
H 2.26514 2.87069 3.20923 0.08 0.02 0.00 0.740
H -0.17202 3.22730 3.63625 -0.07 0.05 0.00 0.607
H -1.61399 2.44993 2.90120 0.04 0.02 0.00 0.291
H -0.53381 3.41332 1.88898 0.01 -0.02 0.05 0.333
H 0.87835 1.27690 5.02534 -0.02 -0.05 0.05 0.472
H 1.27528 -0.41052 4.61380 -0.01 0.02 -0.01 0.294
H -0.42453 0.09470 4.71457 0.04 0.04 -0.01 0.434
S 1.20845 -5.20100 0.57004 0.02 0.03 -0.35 -0.479
C 1.12048 -4.98783 -1.15509 -0.04 0.04 0.03 -0.064
C 0.86451 -6.06979 -2.04045 0.03 -0.07 0.19 -0.679
C 0.81295 -5.87185 -3.39951 0.01 0.03 -0.02 -0.195
C 1.01311 -4.59131 -3.92240 -0.02 -0.07 0.13 -0.826
C 1.24206 -3.58120 -3.00720 -0.04 0.02 0.13 -0.173
N 1.29180 -3.75800 -1.68300 0.01 0.18 -0.13 0.481
H 0.71282 -7.05054 -1.60853 -0.01 -0.01 -0.02 0.368
H 0.61103 -6.70919 -4.06052 0.00 -0.01 0.00 0.319
H 0.96875 -4.38107 -4.98304 0.00 -0.01 0.01 0.424
H 1.36588 -2.55441 -3.34342 0.02 -0.03 0.02 0.158
O -0.02495 -0.42958 -3.40658 0.06 -0.05 -0.64 -0.397
N 0.76615 0.42081 -3.84240 0.36 0.31 -0.13 -0.861
N 1.68784 0.81613 -3.00687 0.40 0.28 -0.09 0.881
O 1.84661 0.38560 -1.77055 0.51 0.42 -0.89 0.082
C 2.60807 1.79129 -3.51288 -0.35 -0.37 0.30 -0.291
C 2.48307 2.35750 -4.77988 0.02 0.08 -0.12 -0.523
C 3.39813 3.31438 -5.18782 -0.03 -0.01 -0.02 -0.402
C 4.43792 3.71698 -4.35398 -0.06 -0.06 0.00 -0.487
C 4.55132 3.13933 -3.09926 -0.05 -0.08 0.08 -0.607
C 3.64101 2.17772 -2.67175 0.21 0.19 -0.04 -0.028
H 1.67258 2.04758 -5.42325 0.03 0.02 0.03 0.442
H 3.29314 3.75445 -6.17282 0.00 0.00 0.00 0.340
H 5.14446 4.47041 -4.67958 0.00 0.00 -0.01 0.364
H 5.35457 3.43485 -2.43434 -0.01 0.00 -0.01 0.389
H 3.70920 1.71486 -1.69876 -0.01 -0.01 -0.01 0.351